Entry 1:
228
Properties=species:S:1:pos:R:3:lowdin_charge:R:1 method="wB97M-V/def2-TZVPD" largest_force_ev_per_a=2.68 total_charge=-1 orbital_gap_ev=7.865 e_lumo_ev=2.1418 total_energy_ha=-6591.85363
As -16.28454 -23.54129 -11.02873 0.838
F -16.83826 -25.07736 -10.33501 -0.261
F -15.20403 -23.27020 -9.65877 -0.253
F -15.04885 -24.30474 -11.99967 -0.245
F -17.63132 -22.76267 -10.20035 -0.259
F -15.82732 -21.96202 -11.68142 -0.267
F -17.42873 -23.76242 -12.33986 -0.264
O -12.58588 -24.10761 -5.08896 -0.232
O -13.98755 -28.49106 -12.23450 -0.166
O -16.38203 -20.35792 -16.59460 -0.165
O -19.77764 -19.48729 -12.21562 -0.265
O -11.99286 -27.10292 -9.50214 -0.176
O -11.95106 -18.01543 -8.06732 -0.183
O -20.79529 -18.19840 -8.44173 -0.208
O -12.01095 -21.66217 -12.50138 -0.238
O -15.53094 -26.49283 -15.91384 -0.191
O -18.09479 -27.51225 -7.95346 -0.182
O -21.62332 -24.90771 -14.52360 -0.187
O -20.39765 -29.80278 -12.57891 -0.176
O -20.91899 -23.85562 -7.81236 -0.182
N -22.11381 -19.68971 -10.51005 0.069
N -19.37828 -20.57047 -9.58053 0.081
N -22.11284 -25.00000 -9.94692 0.037
N -20.22523 -22.42003 -12.24035 0.078
N -10.35271 -19.42942 -12.08663 0.043
N -15.97791 -28.99904 -17.35198 0.043
N -19.87413 -26.74414 -10.51901 0.070
N -11.86294 -21.40232 -9.46610 0.064
N -12.58701 -31.03936 -11.79957 0.038
N -16.10629 -24.58469 -4.09965 0.045
N -12.61600 -23.77619 -7.96543 0.050
N -19.27785 -30.92864 -7.34146 0.028
N -14.52549 -20.33187 -13.39045 0.050
C -20.82054 -24.39518 -13.45363 -0.199
C -21.46547 -25.15864 -7.67055 -0.231
C -10.75048 -19.76684 -13.46822 -0.454
C -18.26826 -27.80070 -12.05639 -0.054
C -11.44813 -23.52436 -4.52095 -0.108
C -19.64312 -23.67157 -7.23355 -0.107
C -12.33723 -28.44536 -9.29640 -0.108
C -14.56396 -22.12063 -15.04468 -0.049
C -12.13719 -23.08533 -12.44741 -0.064
C -11.46337 -19.32087 -8.31720 -0.228
C -19.39007 -29.48466 -7.51562 -0.427
C -20.36591 -22.14012 -14.65230 -0.061
C -9.62630 -19.42221 -14.41338 -0.067
C -13.61936 -30.75277 -12.81495 -0.430
C -20.54214 -29.01599 -6.65620 -0.059
C -11.07864 -17.31735 -7.19782 -0.124
C -21.33450 -16.91075 -8.30125 -0.119
C -16.54457 -28.60995 -16.05403 -0.431
C -20.86275 -25.70839 -15.41054 -0.120
C -14.20375 -32.09042 -13.28387 -0.066
C -10.48496 -24.78075 -8.35590 -0.052
C -22.11855 -19.08822 -11.84547 -0.419
C -12.53629 -26.20304 -8.56906 -0.199
C -19.72998 -27.60970 -11.70591 -0.389
C -11.94711 -24.81442 -8.74208 -0.412
C -21.47042 -29.55395 -13.46282 -0.108
C -18.06491 -28.76306 -7.27955 -0.195
C -20.94497 -22.88074 -13.44457 -0.409
C -14.66267 -29.73911 -12.34739 -0.181
C -14.59654 -25.54798 -15.45705 -0.108
C -19.39114 -18.17618 -8.67389 -0.194
C -15.53553 -27.78175 -15.28509 -0.176
C -16.97630 -29.85522 -15.30515 -0.067
C -14.74026 -27.57879 -11.48773 -0.139
C -20.42991 -28.95002 -11.43471 -0.183
C -18.76304 -19.59496 -8.62535 -0.397
C -17.26869 -19.53844 -8.85880 -0.073
C -13.78408 -20.29706 -8.50132 -0.056
C -18.52984 -19.04966 -12.70310 -0.091
C -14.80346 -20.58778 -14.81707 -0.393
C -23.25774 -26.63726 -8.58876 -0.085
C -16.20982 -20.14759 -15.20416 -0.225
C -12.43619 -20.08796 -9.17071 -0.426
C -16.94803 -26.76643 -7.61922 -0.118
C -13.71698 -24.14880 -4.23558 -0.191
C -15.35429 -23.12298 -5.92707 -0.043
C -17.73472 -20.20861 -16.94993 -0.120
C -23.31660 -18.12576 -11.99595 -0.064
C -22.66481 -25.23399 -8.58613 -0.401
C -11.08121 -21.25508 -13.48603 -0.212
C -20.76080 -18.45800 -12.18553 -0.177
C -15.02067 -24.33821 -5.03626 -0.427
H -20.81775 -18.06963 -13.20859 0.126
H -20.36780 -26.48966 -14.81940 0.061
H -19.08439 -17.71217 -9.62001 0.116
H -10.53866 -19.24946 -8.90754 0.118
H -14.51092 -28.16287 -15.27058 0.135
H -17.19382 -29.38139 -7.53147 0.122
H -21.68864 -25.35045 -6.60846 0.120
H -18.13899 -28.40267 -12.96196 0.055
H -13.70415 -25.05997 -3.62427 0.120
H -13.61510 -26.16996 -8.78666 0.118
H -13.41407 -28.56830 -9.45684 0.065
H -17.82071 -19.85796 -12.51448 0.086
H -19.12159 -31.15898 -6.36439 0.068
H -14.56516 -25.34211 -14.38432 0.077
H -12.38282 -21.78565 -10.25004 0.036
H -16.06503 -30.40597 -15.05548 0.054
H -14.22652 -26.61590 -11.54539 0.086
H -21.52205 -30.34113 -14.21418 0.085
H -15.46557 -29.75284 -13.08798 0.094
H -21.74709 -19.00744 -9.83854 0.040
H -24.13380 -26.64332 -9.23738 0.071
H -19.88402 -29.48731 -10.66006 0.112
H -13.56415 -20.56918 -13.15479 0.030
H -13.58832 -25.74202 -15.84169 0.090
H -12.39618 -26.57227 -7.54394 0.131
H -12.10458 -28.76427 -8.27578 0.091
H -11.98309 -24.53344 -9.79704 0.120
H -18.54881 -18.87737 -13.78324 0.078
H -10.34904 -24.91070 -7.27666 0.067
H -20.81947 -22.39900 -15.61506 0.072
H -16.39003 -23.67108 -3.76888 0.074
H -20.60903 -16.26559 -7.78875 0.082
H -17.06986 -25.72646 -7.92545 0.072
H -20.01460 -25.16782 -15.84639 0.086
H -15.67802 -27.28282 -11.97240 0.054
H -15.01113 -30.05890 -11.36083 0.135
H -16.98234 -18.99908 -9.76528 0.084
H -19.31238 -22.84873 -12.31698 0.030
H -20.52640 -21.06820 -14.50299 0.063
H -19.28003 -22.22513 -14.74316 0.065
H -15.00463 -27.76027 -10.44200 0.076
H -18.14166 -18.17108 -12.17924 0.091
H -18.92402 -17.59010 -7.87522 0.118
H -12.64907 -23.97077 -6.96002 0.050
H -18.53299 -21.09321 -9.83281 0.026
H -21.42510 -28.68162 -11.06766 0.121
H -11.93004 -29.16073 -10.00297 0.063
H -22.18858 -16.93736 -7.62423 0.090
H -14.25659 -19.41274 -8.06084 0.071
H -11.63134 -19.13315 -13.64088 0.134
H -14.82378 -24.59183 -15.92824 0.063
H -14.63764 -22.93883 -6.72185 0.037
H -16.74388 -26.70842 -6.54288 0.074
H -17.85742 -28.54850 -6.22077 0.121
H -22.26519 -19.95207 -12.50300 0.127
H -16.34185 -23.24952 -6.37243 0.075
H -14.11022 -19.98459 -15.40722 0.132
H -11.15289 -24.05412 -3.60839 0.091
H -13.45761 -32.72302 -13.76137 0.074
H -9.95810 -23.86758 -8.62650 0.078
H -15.21401 -22.72423 -14.41721 0.072
H -16.24081 -19.10304 -14.87856 0.123
H -13.09622 -30.39459 -13.71003 0.135
H -23.41249 -17.66479 -12.98414 0.068
H -20.16494 -27.10842 -12.57424 0.110
H -22.85014 -25.26554 -10.60083 0.059
H -22.42434 -29.63377 -12.92754 0.086
H -24.21972 -18.72632 -11.89095 0.072
H -19.44973 -24.32914 -6.37872 0.075
H -15.51456 -28.15844 -17.67935 0.065
H -16.66133 -29.33256 -18.01465 0.066
H -21.57098 -16.41626 -9.24884 0.080
H -13.67255 -20.94008 -7.62277 0.070
H -19.48290 -22.64521 -6.90326 0.077
H -19.70847 -27.29027 -9.67578 0.055
H -11.17626 -19.81162 -7.37767 0.126
H -21.44485 -28.56681 -13.93039 0.075
H -10.57239 -23.64158 -5.16222 0.080
H -21.45812 -29.52493 -6.96820 0.079
H -16.89185 -20.74958 -14.59470 0.116
H -16.86586 -25.07164 -4.55312 0.059
H -16.78336 -18.96564 -8.05386 0.072
H -14.51334 -20.73829 -9.17823 0.058
H -12.92537 -23.42588 -13.11263 0.069
H -19.60364 -19.99763 -10.40429 0.029
H -12.62973 -19.47785 -10.05837 0.135
H -19.77031 -24.68710 -13.54794 0.117
H -11.41868 -21.46937 -14.50652 0.124
H -20.82360 -27.96996 -6.54114 0.067
H -17.66167 -28.33227 -11.31523 0.082
H -21.43194 -25.76159 -10.10076 0.014
H -23.08674 -19.82679 -10.25609 0.072
H -11.57562 -22.44688 -4.38296 0.095
H -19.69968 -29.39066 -8.55847 0.109
H -17.41070 -29.70285 -14.30953 0.052
H -11.09508 -19.87581 -11.53824 0.033
H -20.53993 -17.62969 -11.50398 0.118
H -14.79578 -22.25701 -16.10556 0.070
H -23.41072 -24.51139 -8.25399 0.138
H -17.92125 -20.40353 -18.00613 0.084
H -16.01641 -27.08507 -8.09868 0.079
H -12.09359 -30.15271 -11.71494 0.049
H -22.58415 -27.45787 -8.84132 0.059
H -21.99721 -22.64090 -13.26420 0.134
H -13.59605 -23.83949 -8.24268 0.047
H -14.68000 -32.65615 -12.47826 0.079
H -10.55760 -18.48428 -11.76909 0.073
H -10.01280 -25.66302 -8.79884 0.077
H -10.02759 -17.34632 -7.50174 0.083
H -11.39678 -16.27731 -7.16801 0.082
H -15.03822 -31.90895 -13.96629 0.055
H -15.06799 -20.93301 -12.75784 0.026
H -20.61384 -25.82230 -7.87814 0.104
H -17.75166 -26.84959 -12.20055 0.065
H -17.77305 -30.41699 -15.79217 0.081
H -18.33355 -21.00352 -16.48376 0.068
H -12.37696 -23.36285 -11.42138 0.055
H -16.71173 -20.47209 -8.80810 0.059
H -11.12862 -17.76808 -6.20162 0.082
H -18.23860 -19.28822 -16.64218 0.085
H -13.49352 -22.22268 -14.88790 0.052
H -20.12401 -21.41490 -12.31393 0.028
H -15.87809 -27.60128 -14.26139 0.112
H -23.20706 -17.34142 -11.24596 0.066
H -21.50085 -26.12775 -16.18397 0.084
H -13.68771 -23.30932 -3.53395 0.126
H -18.56021 -31.44820 -7.82809 0.070
H -21.21042 -24.72068 -12.48681 0.106
H -11.87811 -31.64772 -12.19660 0.068
H -20.42834 -29.38288 -5.62830 0.077
H -19.08699 -26.09868 -10.51231 0.078
H -12.15108 -22.08826 -8.75098 0.026
H -10.12498 -21.76018 -13.31243 0.126
H -11.13965 -23.51997 -12.55080 0.099
H -19.04952 -19.95037 -7.62818 0.124
H -18.91228 -23.84907 -8.02937 0.076
H -10.06226 -19.39674 -15.41520 0.078
H -17.45328 -28.01281 -16.19440 0.136
H -14.84056 -25.14420 -5.75269 0.130
H -9.32395 -18.40246 -14.18184 0.076
H -8.84939 -20.16989 -14.26234 0.080
H -23.54724 -26.89460 -7.55826 0.069
H -15.34327 -22.23196 -5.29098 0.084



Entry 2:
51
Properties=species:S:1:pos:R:3:lowdin_charge:R:1 method="wB97M-V/def2-TZVPD" largest_force_ev_per_a=1.19 total_charge=+1 orbital_gap_ev=4.896 e_above_lowest_kcal_mol=3.1 e_lumo_ev=-5.2429 total_energy_ha=-1473.89893
S -0.65334 -1.65350 2.36189 1.052
N -0.76291 0.78758 3.19530 -0.043
N -0.62298 0.64755 0.84144 -0.014
C 2.85113 -1.67084 -2.54758 -0.201
C 3.19594 -1.12107 -3.81961 -0.002
C 3.78105 -2.57891 -1.95464 -0.005
C -1.63382 0.52365 -2.47265 -0.198
C -1.08703 0.48225 5.64483 -0.010
C -1.15748 -0.44903 6.69665 -0.070
C -0.84216 2.24926 3.22284 -0.127
C -3.98403 1.20872 -2.64509 -0.051
C -2.93207 0.67448 -1.90585 -0.003
C 4.41396 -1.42500 -4.42577 -0.053
C -0.82438 -1.37253 4.07887 -0.474
C -0.90179 0.00191 4.34824 -0.238
C -2.48057 1.63663 -4.49617 -0.052
C -0.21078 2.82369 1.98113 -0.167
C -0.59434 -0.20887 -1.80675 0.051
C -1.42571 1.09014 -3.76775 -0.003
C -0.67807 2.11000 0.72790 -0.217
C -0.93564 -2.30260 5.12211 -0.075
C 5.32184 -2.29681 -3.80697 -0.034
C 0.55856 -0.64800 -2.47365 -0.050
C 4.98732 -2.88284 -2.57376 -0.055
C -0.66886 0.10370 2.00559 -0.571
C -1.08821 -1.82598 6.43685 -0.082
C 1.62774 -1.32098 -1.88208 0.062
C -3.77220 1.67633 -3.95280 -0.033
H -1.27323 -0.09214 7.72485 0.111
H 4.66025 -0.97127 -5.38888 0.117
H -1.17245 1.55555 5.82631 0.109
H 0.87646 2.75232 2.03798 0.123
H -1.89158 2.56083 3.28016 0.140
H -0.31959 2.57563 4.11689 0.121
H -3.09317 0.32816 -0.87966 0.124
H 3.53411 -3.03228 -0.99108 0.123
H 0.60157 -0.48998 -3.55726 0.098
H 5.69255 -3.57416 -2.10491 0.117
H 6.27581 -2.51455 -4.28472 0.118
H -4.98822 1.24017 -2.21979 0.116
H -1.16614 -2.53437 7.26436 0.108
H -4.60293 2.07037 -4.54585 0.121
H -0.91607 -3.37163 4.89959 0.112
H -0.45436 3.88664 1.92128 0.122
H -0.76604 -0.49417 -0.76520 0.086
H -0.42078 1.07380 -4.19270 0.110
H 2.49463 -0.43045 -4.28711 0.109
H 1.52064 -1.62890 -0.83947 0.134
H -2.29672 2.00950 -5.50441 0.116
H -1.71089 2.42590 0.49099 0.118
H -0.06501 2.39612 -0.13387 0.111